(1)
Entry from the Open Molecules 2025 dataset: C33H48O6 in the gas phase (ωB97M-V/def2-TZVPD).

Relative energy (zero: lowest compared OMol25 entry of this formula, charge and spin) (kcal per mole): 4.2
2S+1: 1
Structure (SMILES): CCC(=C/[C@H](C)C/C=C/C(C)=C/[C@H](C)C(=O)[C@H](C)[C@@H](O)[C@H](C)C/C(C)=C/C(=O)O)/C=C/[C@H]1OC(=O)C=C[C@@H]1C
LUMO (eV): 0.335

Last column: natural (NBO) charge in e.
Element x y z (Å)
C  6.30573  0.81452  -1.46615  -0.596
H  5.96455  1.11255  -2.45488  0.208
H  7.39064  0.73973  -1.48222  0.208
H  5.89150  -0.16631  -1.24582  0.201
C  5.85561  1.84018  -0.42449  -0.421
C  4.35313  1.93607  -0.37614  -0.034
C  3.72101  2.93773  -1.00454  -0.132
C  2.23740  3.14030  -1.08596  -0.265
C  1.87033  4.05431  -2.25166  -0.598
H  2.34437  5.02768  -2.14093  0.200
H  0.79250  4.19676  -2.28684  0.218
H  2.19232  3.61872  -3.19527  0.211
H  1.75171  2.17265  -1.25551  0.205
C  1.68106  3.71986  0.24035  -0.420
C  0.24938  3.34043  0.41336  -0.144
C  -0.77952  4.18344  0.37663  -0.229
C  -2.17843  3.78941  0.50915  -0.005
C  -2.52900  2.70001  1.20020  -0.188
C  -3.93038  2.17612  1.32467  -0.365
C  -4.23887  1.39173  0.06060  0.680
O  -5.20395  1.64834  -0.62811  -0.595
C  -3.26893  0.28836  -0.30795  -0.383
C  -2.54670  0.67885  -1.60165  -0.605
H  -2.11192  1.67073  -1.49809  0.219
H  -1.74554  -0.02554  -1.80672  0.207
H  -3.24069  0.67967  -2.43878  0.227
H  -2.53118  0.17269  0.48330  0.241
C  -4.08613  -1.02234  -0.47498  0.140
O  -4.97009  -0.92346  -1.56137  -0.744
H  -5.38917  -0.04730  -1.51391  0.497
C  -3.21050  -2.27240  -0.69361  -0.214
C  -4.11189  -3.48628  -0.91327  -0.614
H  -4.71007  -3.67832  -0.02470  0.197
H  -3.51270  -4.36751  -1.12843  0.209
H  -4.78334  -3.29927  -1.74530  0.235
H  -2.63115  -2.10432  -1.60256  0.201
C  -2.28573  -2.52037  0.50147  -0.484
C  -1.30821  -3.65083  0.36966  0.202
C  -0.70632  -3.94375  -0.79371  -0.413
C  0.32359  -4.94571  -1.02097  0.768
O  0.91409  -5.62884  -0.21207  -0.631
O  0.62102  -5.03256  -2.33647  -0.690
H  1.29480  -5.71540  -2.47515  0.496
H  -0.96998  -3.41237  -1.69514  0.222
C  -1.03245  -4.37389  1.64438  -0.683
H  -1.92612  -4.92236  1.94292  0.230
H  -0.81167  -3.65721  2.43474  0.222
H  -0.20988  -5.07226  1.53986  0.257
H  -1.68021  -1.63023  0.69534  0.270
H  -2.90338  -2.68724  1.38738  0.210
H  -4.66444  -1.17141  0.45789  0.151
H  -4.64931  2.99997  1.38173  0.226
C  -4.09153  1.28671  2.55934  -0.595
H  -3.37765  0.46687  2.54570  0.209
H  -5.09807  0.87567  2.60446  0.214
H  -3.91847  1.87742  3.45594  0.222
H  -1.76651  2.10764  1.68275  0.213
C  -3.19180  4.68010  -0.15644  -0.655
H  -3.76105  5.23319  0.59134  0.224
H  -3.89448  4.09585  -0.74678  0.232
H  -2.70472  5.39767  -0.81216  0.216
H  -0.59920  5.23715  0.19977  0.196
H  0.06958  2.28170  0.54580  0.210
H  1.79994  4.80462  0.24120  0.205
H  2.25777  3.31347  1.07524  0.219
H  4.31783  3.69430  -1.49722  0.195
C  3.61087  0.90895  0.33272  -0.211
C  4.10676  -0.11479  1.02459  -0.204
C  3.26684  -1.14711  1.73003  0.082
C  3.27058  -2.47516  0.94646  -0.295
C  2.41972  -2.28934  -0.26980  -0.068
C  1.39637  -1.44239  -0.25179  -0.357
C  1.03853  -0.72541  0.98582  0.768
O  -0.04988  -0.22095  1.15890  -0.610
O  1.93969  -0.69015  1.97090  -0.490
H  0.73724  -1.29342  -1.09122  0.239
H  2.64434  -2.88449  -1.14235  0.218
C  2.72577  -3.62724  1.79753  -0.605
H  1.78390  -3.33381  2.25449  0.212
H  3.43231  -3.88433  2.58289  0.211
H  2.54316  -4.50558  1.18358  0.243
H  4.29886  -2.70062  0.64912  0.226
H  3.67503  -1.31319  2.73496  0.209
H  5.16808  -0.28711  1.12084  0.205
H  2.53708  1.02245  0.30052  0.204
H  6.27227  2.81473  -0.68456  0.211
H  6.24393  1.56326  0.55709  0.202



(2)
Entry from the Open Molecules 2025 dataset: a molecular structure, C33H49BN10O3PdS3 (ωB97M-V/def2-TZVPD).

Relative energy (zero: lowest compared OMol25 entry of this formula, charge and spin) (kcal per mole): 12.2
2S+1: 1
Charge: +2
LUMO (eV): -7.235

Last column: Löwdin charge in e.
Element x y z (Å)
Pd  -0.21235  -0.20084  -0.09260  0.659
C  -2.77046  2.27894  5.08738  -0.020
C  -2.46640  1.99820  3.61473  -0.520
C  -3.19272  0.72586  3.20239  -0.075
C  -2.92633  3.14685  2.71741  -0.012
N  -0.94730  1.92404  3.47879  0.035
C  -0.19223  2.99374  3.91314  -0.011
C  1.09565  2.73729  3.60772  -0.010
N  1.14265  1.51123  2.99417  0.021
B  2.50009  0.98096  2.45873  -0.538
N  2.85411  1.58075  1.06452  0.018
C  4.16963  1.69100  0.70316  -0.016
C  4.21267  2.21950  -0.53872  -0.013
N  2.91724  2.43301  -0.94932  0.040
C  2.09608  2.02082  0.04306  -0.606
S  0.35987  2.04376  0.07126  0.866
C  2.67595  2.98107  -2.35904  -0.513
C  1.21678  3.28262  -2.67015  -0.064
C  3.18227  1.91501  -3.32961  -0.010
C  3.47837  4.27778  -2.47068  -0.020
N  2.56390  -0.58071  2.42683  0.025
C  2.87919  -1.26859  3.56994  -0.014
C  3.00473  -2.57503  3.24629  0.001
N  2.72977  -2.69515  1.90035  0.032
C  2.44411  -1.46329  1.42097  -0.616
S  1.98826  -1.05183  -0.20755  0.821
C  2.84189  -3.99696  1.12659  -0.527
C  3.23970  -5.10513  2.09518  -0.042
C  1.49188  -4.36604  0.51312  -0.040
C  3.93101  -3.83462  0.06942  -0.022
C  -0.10864  1.02906  2.91475  -0.624
S  -0.50177  -0.50881  2.19913  0.780
H  -3.85036  2.28388  5.22979  0.101
H  -2.39238  3.24585  5.41948  0.082
H  -2.34383  1.50250  5.72530  0.101
H  -4.24845  0.89014  3.41821  0.100
H  -2.86611  -0.14290  3.77502  0.076
H  -3.09731  0.51774  2.13933  0.062
H  -4.01188  3.22948  2.77447  0.103
H  -2.65070  2.95507  1.67806  0.090
H  -2.49959  4.10338  3.02284  0.088
H  -0.62480  3.85167  4.39376  0.134
H  1.98344  3.31993  3.78763  0.142
H  3.35445  1.34914  3.21853  0.134
H  4.97039  1.39598  1.36070  0.142
H  5.06175  2.45560  -1.15368  0.134
H  0.60386  2.38705  -2.68824  0.049
H  1.20009  3.71964  -3.66913  0.103
H  0.78393  4.01012  -1.98280  0.083
H  2.62249  0.98676  -3.19829  0.090
H  4.24573  1.70794  -3.19925  0.087
H  3.02996  2.26440  -4.35080  0.104
H  3.16195  4.99306  -1.70930  0.101
H  3.29739  4.71888  -3.45002  0.101
H  4.55307  4.12111  -2.37410  0.082
H  3.02338  -0.77158  4.51524  0.142
H  3.26793  -3.40984  3.86810  0.127
H  2.50712  -5.23410  2.89370  0.094
H  4.22684  -4.94093  2.53038  0.099
H  3.28131  -6.03671  1.53331  0.103
H  0.75052  -4.48473  1.30847  0.085
H  1.59573  -5.31940  -0.00565  0.104
H  1.13754  -3.62829  -0.20203  0.034
H  4.87601  -3.54589  0.53323  0.102
H  3.66186  -3.08705  -0.67752  0.052
H  4.07831  -4.78482  -0.44385  0.103
C  -4.03669  -4.45611  2.13253  -0.071
C  -3.92753  -5.28846  0.85649  -0.405
C  -4.89976  -4.79549  -0.21332  -0.062
C  -2.49844  -5.34456  0.31968  -0.089
N  -2.01511  -4.03527  -0.15539  -0.068
C  -1.60476  -2.97714  0.52606  -0.161
N  -1.22456  -2.07136  -0.34689  -0.081
N  -1.37940  -2.60852  -1.57883  0.052
N  -1.85234  -3.79023  -1.46818  0.120
H  -4.99877  -4.62984  2.61383  0.091
H  -3.97967  -3.38438  1.91518  0.071
H  -3.25733  -4.71300  2.85716  0.083
H  -4.17096  -6.32524  1.10073  0.145
H  -4.70646  -3.74968  -0.46963  0.078
H  -5.92670  -4.86162  0.14658  0.090
H  -4.82538  -5.38698  -1.12796  0.087
H  -2.43603  -6.00787  -0.53922  0.135
H  -1.80331  -5.69427  1.08173  0.128
H  -1.62643  -2.87874  1.59794  0.106
O  -2.94214  2.79513  -2.53953  0.077
C  -3.04950  1.81123  -3.48184  -0.252
C  -3.85731  1.93026  -4.59930  -0.001
C  -3.89174  0.91253  -5.54204  -0.046
C  -3.10180  -0.22173  -5.39710  -0.064
C  -2.29753  -0.34227  -4.28452  -0.007
C  -2.28307  0.66213  -3.31297  -0.087
C  -1.49842  0.45668  -2.09587  -0.587
O  -0.26230  0.13309  -2.15175  -0.116
O  -2.02035  0.55123  -0.93918  -0.071
H  -3.49021  3.54507  -2.79428  0.118
H  -4.46354  2.82084  -4.72679  0.125
H  -4.54372  1.00920  -6.40132  0.118
H  -3.12400  -1.00397  -6.14326  0.113
H  -1.67979  -1.22040  -4.14136  0.115